This record from the Open Molecules 2025 dataset describes C18H21AsMnN2O2S2 as an isolated structure. The level of theory is ωB97M-V/def2-TZVPD.

Geometry (Å):
Mn (-0.3276, -0.0153, 0.3769)
S (-1.9572, 1.8974, -0.6263)
C (-0.3768, 2.3836, -0.9531)
N (0.6520, 1.5675, -0.7759)
C (1.8424, 2.1888, -1.0408)
C (3.1072, 1.6222, -0.9169)
C (4.2189, 2.3895, -1.1926)
C (4.0938, 3.7071, -1.6190)
C (2.8447, 4.2823, -1.7699)
C (1.7268, 3.5246, -1.4739)
S (0.0431, 3.9875, -1.5283)
H (3.1991, 0.5954, -0.5975)
H (5.2020, 1.9590, -1.0838)
H (4.9821, 4.2846, -1.8252)
H (2.7387, 5.2957, -2.1226)
N (1.4790, -1.5004, 0.9133)
C (2.0537, -0.8786, 2.1212)
C (0.9417, -0.1890, 2.9949)
O (1.1284, -0.0611, 4.1829)
O (-0.0757, 0.1904, 2.3314)
H (1.0162, -2.3728, 1.1759)
H (2.2267, -1.7465, 0.2712)
H (2.7478, -0.0905, 1.8133)
H (2.5913, -1.5990, 2.7493)
C (-3.4796, -1.3414, -1.5520)
As (-2.2073, -1.5584, -0.0808)
C (-3.2737, -0.7691, 1.3673)
C (-2.4791, -3.5340, 0.2738)
C (-3.9037, -3.9513, 0.1543)
C (-4.7515, -3.9331, 1.2581)
C (-6.0942, -4.2422, 1.1286)
C (-6.6091, -4.6107, -0.1024)
C (-5.7672, -4.6777, -1.2005)
C (-4.4333, -4.3390, -1.0745)
H (-4.4720, -1.6833, -1.2505)
H (-3.1631, -1.9081, -2.4286)
H (-3.5206, -0.2821, -1.8059)
H (-3.9790, -0.0481, 0.9481)
H (-2.6035, -0.2284, 2.0452)
H (-3.8152, -1.5276, 1.9346)
H (-2.0945, -3.7212, 1.2823)
H (-1.8661, -4.0846, -0.4479)
H (-4.3492, -3.7000, 2.2338)
H (-6.7447, -4.2018, 1.9897)
H (-7.6560, -4.8506, -0.2069)
H (-6.1540, -4.9960, -2.1583)
H (-3.7887, -4.3806, -1.9419)

Output
**Spin multiplicity**: 2
**<S²>**: 0.8372
**HOMO-LUMO gap (alpha / beta)**: 7.76 / 7.96 eV

This record from the Open Molecules 2025 dataset describes C41H67ClIN6OPS3Sb2SeSiTi as an isolated structure. The level of theory is ωB97M-V/def2-TZVPD.

Geometry (Å):
Ti (0.9833, 0.4797, -0.2376)
Cl (2.4196, 4.2668, -5.5542)
C (2.0754, 2.9406, -4.4685)
C (2.4568, 1.6798, -4.8411)
C (2.1738, 0.5953, -4.0070)
I (2.9286, -1.2767, -4.5004)
C (1.4949, 0.7684, -2.8093)
O (1.1997, -0.2448, -1.9739)
C (1.1698, 2.0905, -2.4063)
N (0.5707, 2.2157, -1.1307)
C (0.1870, 3.4766, -0.7697)
C (0.4274, 4.5805, -1.5526)
C (1.0671, 4.4926, -2.7789)
C (1.4378, 3.2084, -3.2323)
H (2.9719, 1.5266, -5.7786)
H (-0.2927, 3.5672, 0.1908)
H (0.1136, 5.5452, -1.1723)
H (1.2617, 5.3636, -3.3845)
S (2.0719, 0.8072, 4.7890)
Sb (0.5761, 1.5661, 3.2133)
S (0.2397, -0.4406, 1.7281)
S (1.9963, 3.0770, 1.8631)
C (5.9967, 1.9638, -1.3911)
N (5.6326, 0.5438, -1.0262)
C (6.1818, 0.2346, 0.3567)
N (5.7370, 1.1822, 1.3108)
C (6.0606, 2.5378, 0.8942)
N (5.5114, 2.8750, -0.4184)
C (4.0514, 3.0597, -0.3792)
P (3.1196, 1.6370, 0.4101)
C (4.1354, 0.4478, -1.0083)
C (4.3255, 1.0476, 1.7015)
H (5.5640, 2.1634, -2.3721)
H (7.0887, 2.0127, -1.4411)
H (6.0467, -0.1038, -1.7011)
H (7.2723, 0.2592, 0.2661)
H (5.8347, -0.7671, 0.6137)
H (7.1490, 2.6462, 0.8489)
H (5.6577, 3.2325, 1.6301)
H (3.6731, 3.2159, -1.3923)
H (3.8537, 3.9665, 0.1931)
H (3.8130, 0.7659, -2.0028)
H (3.8760, -0.6047, -0.8934)
H (4.1064, -0.0009, 1.9070)
H (4.1533, 1.6112, 2.6182)
C (4.0715, -2.1248, 4.0658)
N (2.8160, -2.7411, 3.6787)
C (2.3949, -2.9316, 2.4118)
Se (3.2723, -2.4889, 0.8656)
N (1.1838, -3.5281, 2.4830)
C (0.7920, -3.6753, 3.8011)
C (-0.3384, -4.2195, 4.3853)
C (-0.3852, -4.2304, 5.7707)
C (0.6599, -3.7066, 6.5394)
C (1.7894, -3.1628, 5.9484)
C (1.8388, -3.1697, 4.5657)
H (4.7597, -2.2189, 3.2283)
H (4.4690, -2.6584, 4.9285)
H (3.9024, -1.0715, 4.2987)
H (0.6138, -3.6648, 1.6642)
H (-1.1523, -4.6038, 3.7858)
H (-1.2512, -4.6463, 6.2676)
H (0.5812, -3.7173, 7.6178)
H (2.5830, -2.7278, 6.5385)
C (-6.0615, 1.6284, -0.0801)
C (-5.0601, 1.7833, 1.0578)
C (-5.1945, 0.6129, 2.0335)
Sb (-2.9412, 1.9681, 0.4868)
C (-2.6495, 3.7122, 1.7688)
C (-3.0892, 3.3177, 3.1797)
C (-3.2935, 5.0280, 1.3561)
C (-3.3704, 2.6219, -1.5698)
C (-2.3033, 2.1768, -2.5782)
C (-3.7139, 4.0849, -1.8176)
H (-7.0739, 1.5294, 0.3268)
H (-5.8658, 0.7327, -0.6741)
H (-6.0655, 2.4838, -0.7556)
H (-5.2974, 2.7077, 1.5867)
H (-4.9887, -0.3354, 1.5311)
H (-6.2096, 0.5538, 2.4418)
H (-4.5019, 0.6896, 2.8722)
H (-1.5640, 3.8439, 1.7963)
H (-4.1757, 3.3081, 3.2783)
H (-2.7009, 4.0388, 3.9047)
H (-2.7092, 2.3375, 3.4751)
H (-4.3699, 4.9213, 1.1985)
H (-2.8589, 5.4329, 0.4457)
H (-3.1571, 5.7738, 2.1475)
H (-4.2646, 2.0225, -1.7504)
H (-1.5431, 2.9486, -2.7029)
H (-2.7630, 2.0124, -3.5585)
H (-1.7858, 1.2576, -2.2962)
H (-2.8403, 4.7181, -1.6570)
H (-4.5219, 4.4467, -1.1816)
H (-4.0248, 4.2250, -2.8596)
C (-1.9781, -3.3220, 0.6681)
Si (-1.5232, -2.9027, -1.1194)
C (-3.1776, -2.5324, -2.0129)
C (-4.2395, -3.6034, -1.7176)
C (-3.7106, -1.1961, -1.4851)
C (-2.9879, -2.3980, -3.5274)
C (-0.5141, -4.3427, -1.8752)
C (-1.3815, -5.5137, -2.3496)
C (0.4671, -4.8766, -0.8262)
C (0.3071, -3.8040, -3.0540)
H (-1.8770, -4.3934, 0.8648)
H (-3.0153, -3.0479, 0.8649)
H (-1.3745, -2.7626, 1.3867)
H (-4.5662, -3.5690, -0.6779)
H (-3.8993, -4.6172, -1.9252)
H (-5.1204, -3.4157, -2.3423)
H (-3.7713, -1.1760, -0.3944)
H (-4.7178, -1.0178, -1.8811)
H (-3.0777, -0.3648, -1.7930)
H (-2.6866, -3.3350, -3.9981)
H (-2.2323, -1.6469, -3.7690)
H (-3.9299, -2.0843, -3.9917)
H (-1.9458, -5.9621, -1.5276)
H (-0.7310, -6.2932, -2.7642)
H (-2.0882, -5.2306, -3.1294)
H (-0.0491, -5.3405, 0.0182)
H (1.1377, -4.0975, -0.4554)
H (1.0999, -5.6483, -1.2782)
H (-0.3259, -3.4677, -3.8774)
H (0.9709, -4.5871, -3.4400)
H (0.9258, -2.9587, -2.7521)

Output
**Energy above the lowest of the compared OMol25 structures with the same formula, charge and spin**: 116.3 kcal/mol
**Spin multiplicity**: 2
**<S²>**: 0.7521
**HOMO-LUMO gap (alpha / beta)**: 4.56 / 4.56 eV
**Net charge**: -1

This record from the Open Molecules 2025 dataset describes a 2-piece molecular cluster, CHNO5 overall. The level of theory is ωB97M-V/def2-TZVPD.

Geometry (Å):
O (1.7149, 1.1835, 1.5526)
C (1.1888, 0.2250, 1.8874)
O (0.6762, -0.7376, 2.2297)
O (-0.4543, -0.7966, -2.3369)
N (-0.3424, -1.2212, -1.2224)
O (-0.6240, -0.4694, -0.2298)
O (-1.0607, 0.8779, -0.4509)
H (-1.0983, 0.9384, -1.4297)

Output
**Energy above the lowest of the compared OMol25 structures with the same formula, charge and spin**: 30.1 kcal/mol
**SMILES string**: O=C=O.O=NOO
**HOMO-LUMO gap**: 11.47 eV

This record from the Open Molecules 2025 dataset describes C3H6N2O2 as an isolated structure. The level of theory is ωB97M-V/def2-TZVPD.

Geometry (Å):
C (1.1135, 0.0337, 0.3679)
C (0.3039, -1.2161, 0.3891)
C (-0.2818, 0.8445, 0.0433)
H (2.5759, -1.2594, -0.2972)
H (1.8913, -0.7554, -1.3582)
H (1.3104, 0.5009, 1.4891)
H (0.4323, -2.1985, -0.4197)
H (0.4247, -1.5039, 1.6949)
H (-2.5557, -1.1985, 0.3068)
N (2.3644, -0.0108, -0.5016)
N (-0.9600, -0.3650, 0.1052)
O (-2.1282, -0.6608, -0.4465)
O (-0.4622, 2.0449, 0.0161)

Output
**Energy above the lowest of the compared OMol25 structures with the same formula, charge and spin**: 195.0 kcal/mol
**HOMO-LUMO gap**: 9.83 eV